[1]
Computed, not measured: a 11-piece molecular cluster, C32H72O11 overall in a non-equilibrium geometry, with wB97M-V/def2-TZVPD.

Properties
* frontier orbital gap: 9.72 eV
* molar mass: 632.92 g/mol
* HOMO energy: -9.091 eV

Each line ends with the Mulliken charge.
Geometry (Å):
C: -5.261 0.239 -1.503  -0.23
O: -4.830 0.808 -2.708  -0.45
H: -4.506 -0.431 -1.116  -0.04
H: -5.465 1.087 -0.902  0.23
H: -6.168 -0.432 -1.620  0.27
H: -4.029 0.305 -2.867  0.41
C: 1.186 1.833 3.951  -0.46
O: 1.496 0.747 4.762  -0.58
H: 1.488 1.603 2.920  0.13
H: 0.133 2.071 3.989  0.21
H: 1.561 2.792 4.364  0.34
H: 1.344 -0.122 4.317  0.24
C: -2.241 -1.695 5.915  -0.41
O: -2.813 -0.461 6.281  -0.54
H: -1.410 -1.620 5.197  0.06
H: -1.845 -2.254 6.770  0.42
H: -2.983 -2.269 5.445  0.13
H: -2.066 0.039 6.620  0.33
C: -2.222 -1.697 -4.537  -0.75
O: -2.697 -0.518 -3.897  -0.48
H: -1.175 -1.966 -4.402  0.21
H: -2.816 -2.480 -4.173  0.35
H: -2.481 -1.595 -5.619  0.26
H: -2.123 0.192 -4.113  0.31
C: -1.722 4.007 -4.651  -0.59
C: -1.415 3.943 -3.196  -0.70
C: -1.180 2.427 -2.898  0.07
O: -1.587 1.732 -4.032  0.01
C: -2.343 2.578 -4.883  -0.75
H: -0.790 4.062 -5.302  0.25
H: -2.437 4.819 -4.949  0.35
H: -2.307 4.240 -2.716  0.37
H: -0.701 4.693 -2.976  0.46
H: -1.766 2.054 -2.065  -0.11
H: -0.159 2.173 -2.680  -0.16
H: -3.333 2.553 -4.491  0.41
H: -2.253 2.357 -5.919  0.39
C: 5.409 3.404 0.894  -0.45
C: 4.387 4.311 0.172  -0.67
C: 3.648 3.329 -0.756  -0.50
O: 3.996 2.023 -0.323  -0.15
C: 5.334 2.137 0.073  -0.59
H: 5.180 3.234 1.947  0.30
H: 6.446 3.828 0.777  0.27
H: 4.824 5.131 -0.399  0.34
H: 3.816 4.820 0.889  0.29
H: 4.109 3.522 -1.755  0.21
H: 2.594 3.417 -0.744  0.36
H: 5.934 2.282 -0.861  0.29
H: 5.619 1.163 0.545  0.29
C: 3.732 0.856 -4.890  -0.63
C: 2.441 1.540 -5.214  0.20
C: 1.639 0.462 -5.945  -0.08
O: 2.273 -0.832 -5.846  -0.48
C: 3.334 -0.663 -4.892  0.16
H: 4.106 1.077 -3.896  0.20
H: 4.538 0.968 -5.580  0.32
H: 2.511 2.375 -5.896  0.53
H: 1.853 1.765 -4.296  -0.43
H: 1.583 0.689 -7.014  0.39
H: 0.646 0.270 -5.478  -0.14
H: 4.052 -1.400 -5.159  0.43
H: 2.978 -0.816 -3.885  -0.37
C: -3.560 1.135 1.979  -0.78
C: -2.985 -0.131 2.609  0.12
C: -1.424 0.046 2.379  0.27
O: -1.275 1.007 1.356  -0.37
C: -2.520 1.465 0.926  -0.30
H: -3.651 1.933 2.779  0.26
H: -4.597 1.015 1.684  0.39
H: -3.285 -1.049 2.097  -0.24
H: -3.183 -0.203 3.687  0.28
H: -1.042 -0.938 2.171  -0.13
H: -1.086 0.364 3.379  -0.11
H: -2.923 0.830 0.089  -0.24
H: -2.461 2.437 0.528  0.68
C: 1.991 -2.823 5.424  -0.63
C: 3.269 -1.926 5.321  -0.56
C: 3.326 -1.573 3.868  -0.70
O: 1.947 -1.587 3.480  0.14
C: 1.444 -2.882 3.970  -0.18
H: 1.300 -2.299 6.059  0.14
H: 2.073 -3.902 5.688  0.44
H: 4.142 -2.562 5.632  0.33
H: 3.162 -1.054 5.982  0.30
H: 3.968 -2.279 3.339  0.45
H: 3.718 -0.581 3.677  0.28
H: 1.877 -3.734 3.425  0.40
H: 0.350 -2.856 3.943  -0.13
C: -2.681 -4.645 1.044  -0.52
C: -4.192 -4.463 1.363  -0.67
C: -4.078 -3.828 2.788  -0.49
O: -2.724 -3.297 2.861  -0.18
C: -2.123 -3.360 1.613  -0.02
H: -2.584 -4.730 -0.061  0.35
H: -2.284 -5.474 1.685  0.28
H: -4.730 -5.434 1.484  0.31
H: -4.750 -3.788 0.728  0.30
H: -4.129 -4.558 3.670  0.33
H: -4.778 -3.013 2.938  0.26
H: -1.042 -3.448 1.780  0.06
H: -2.302 -2.573 0.860  0.00
C: 1.032 -0.272 -1.822  1.17
C: 1.395 0.065 -0.392  0.77
C: 2.344 -1.037 0.004  0.56
O: 1.929 -2.179 -0.816  -0.53
C: 1.041 -1.748 -1.843  -0.33
H: 1.809 0.252 -2.415  -0.58
H: 0.075 0.170 -2.040  -0.63
H: 0.464 0.114 0.106  -0.47
H: 1.799 1.093 -0.287  -0.06
H: 2.182 -1.241 1.064  -0.46
H: 3.391 -0.798 -0.150  0.01
H: -0.007 -2.043 -1.647  0.25
H: 1.301 -2.324 -2.777  0.18



[2]
Computed, not measured: C32H73ClF2GaNO11P as an isolated structure in a non-equilibrium geometry, with wB97M-V/def2-TZVPD.

Properties
* frontier orbital gap: 7.85 eV
* charge: -1
* molar mass: 822.08 g/mol
* HOMO energy: -6.330 eV

Each line ends with the Mulliken charge.
Geometry (Å):
C: 0.501 0.712 0.567  -0.02
O: 1.117 0.369 -0.698  -0.35
C: 2.517 -0.042 -0.497  0.07
C: 3.424 1.154 -1.051  -0.50
C: 5.004 0.866 -1.054  -0.53
C: 5.411 -0.676 -1.286  -0.75
C: 5.934 -1.374 0.066  0.54
C: 7.400 -0.812 0.388  -0.70
C: 8.217 -1.638 1.496  -0.92
C: 7.365 -2.070 2.784  0.63
Ga: 8.200 -3.821 3.550  -0.15
Cl: 10.120 -4.450 2.488  -0.46
C: 6.867 -5.401 3.314  -0.61
P: 6.441 -5.786 1.525  0.95
O: 6.271 -7.325 1.365  -0.76
O: 4.924 -5.106 1.135  -0.52
O: 7.680 -5.358 0.412  -0.53
N: 8.612 -3.727 5.456  0.26
C: 8.617 -2.377 5.979  0.62
O: 8.116 -2.134 7.111  -0.59
F: 9.208 -1.263 5.320  -0.22
C: 7.801 -4.635 6.259  0.34
O: 6.588 -4.539 6.492  -0.42
F: 8.471 -5.781 6.782  -0.28
H: 0.417 -0.205 1.240  0.28
H: -0.562 1.077 0.324  -0.32
H: 1.065 1.585 1.048  0.26
H: 2.625 -1.019 -1.087  0.15
H: 2.731 -0.274 0.616  -0.03
H: 3.061 1.452 -2.096  0.23
H: 3.213 2.071 -0.379  0.16
H: 5.544 1.240 -0.110  0.28
H: 5.440 1.457 -1.944  0.28
H: 6.321 -0.657 -2.002  0.43
H: 4.614 -1.297 -1.826  0.28
H: 5.261 -1.035 0.946  -0.25
H: 5.868 -2.517 0.055  -0.03
H: 7.419 0.318 0.630  0.25
H: 8.005 -0.905 -0.597  0.22
H: 8.761 -2.487 0.963  0.33
H: 9.046 -0.929 1.881  0.25
H: 7.384 -1.201 3.522  0.56
H: 6.271 -2.319 2.582  -0.62
H: 7.318 -6.372 3.750  0.39
H: 5.908 -5.198 3.925  0.23
H: 4.322 -5.871 1.003  0.30
H: 7.764 -4.381 0.519  0.31
C: 3.233 1.012 5.830  -1.07
C: 2.273 0.234 4.945  -0.29
O: 2.910 -0.430 3.863  -0.35
C: 3.895 -1.398 4.209  0.31
C: 3.355 -2.536 5.057  -1.16
H: 3.784 1.751 5.240  0.29
H: 2.686 1.530 6.622  0.40
H: 3.968 0.360 6.305  0.26
H: 1.558 0.933 4.502  0.32
H: 1.685 -0.478 5.532  0.32
H: 4.747 -0.912 4.697  0.22
H: 4.272 -1.808 3.269  -0.22
H: 2.969 -2.185 6.017  0.34
H: 4.142 -3.266 5.260  0.29
H: 2.534 -3.041 4.540  0.34
C: -3.920 1.123 0.475  -0.56
C: -3.760 -0.192 1.220  -0.55
O: -2.904 -0.103 2.351  -0.40
C: -3.297 0.804 3.371  -0.27
C: -4.653 0.486 3.977  -1.06
H: -2.946 1.499 0.148  0.08
H: -4.558 0.989 -0.403  0.37
H: -4.375 1.894 1.101  0.16
H: -3.310 -0.924 0.546  0.34
H: -4.734 -0.599 1.513  0.35
H: -3.265 1.832 2.995  0.29
H: -2.536 0.738 4.154  0.34
H: -5.455 0.543 3.238  0.25
H: -4.886 1.190 4.780  0.39
H: -4.659 -0.527 4.388  0.29
C: -6.241 5.038 -3.747  -1.24
C: -6.079 3.724 -3.000  0.23
O: -5.223 3.817 -1.868  -0.35
C: -5.618 4.725 -0.850  -0.38
C: -6.974 4.404 -0.244  -1.03
H: -5.266 5.414 -4.074  0.30
H: -6.878 4.900 -4.625  0.39
H: -6.696 5.809 -3.123  0.31
H: -5.628 2.992 -3.673  0.10
H: -7.050 3.316 -2.707  0.03
H: -5.588 5.752 -1.227  0.34
H: -4.858 4.661 -0.066  0.37
H: -7.776 4.458 -0.984  0.26
H: -7.208 5.109 0.558  0.41
H: -6.978 3.391 0.168  0.23
C: -8.936 0.115 -6.215  -1.09
C: -7.935 0.377 -5.102  -0.27
O: -8.261 1.504 -4.299  -0.34
C: -9.504 1.452 -3.613  -0.37
C: -9.617 0.284 -2.649  -1.08
H: -9.028 0.992 -6.862  0.31
H: -8.618 -0.738 -6.820  0.38
H: -9.931 -0.108 -5.824  0.28
H: -6.960 0.587 -5.550  0.23
H: -7.802 -0.509 -4.475  0.33
H: -10.332 1.452 -4.331  0.33
H: -9.586 2.385 -3.048  0.36
H: -9.548 -0.678 -3.161  0.27
H: -10.574 0.316 -2.123  0.40
H: -8.811 0.319 -1.911  0.27
C: -2.030 0.858 -7.493  -0.93
C: -1.029 1.122 -6.381  -0.33
O: -1.354 2.248 -5.578  -0.46
C: -2.599 2.195 -4.893  -0.28
C: -2.710 1.027 -3.928  -0.85
H: -2.122 1.736 -8.141  0.27
H: -1.712 0.006 -8.098  0.39
H: -3.025 0.636 -7.102  0.19
H: -0.054 1.331 -6.828  0.35
H: -0.896 0.236 -5.753  0.27
H: -3.426 2.195 -5.611  0.29
H: -2.681 3.127 -4.327  0.23
H: -2.640 0.065 -4.440  0.31
H: -3.668 1.058 -3.403  0.26
H: -1.904 1.063 -3.190  0.30



[3]
Computed, not measured: C32H73N5PtSSbSi2 as an isolated structure in a non-equilibrium geometry, with wB97M-V/def2-TZVPD.

Properties
* frontier orbital gap (spin up / spin down): 7.66 / 5.27 eV
* spin multiplicity: 5
* ΔE to the lowest compared entry with this formula, charge and spin: 3.170 eV
* charge: +3
* molar mass: 933.05 g/mol
* HOMO energy (spin up / spin down): -14.894 / -15.978 eV

Each line ends with the Löwdin spin population.
Geometry (Å):
Pt: -0.046 -0.843 0.960  1.26
C: 0.757 -2.674 3.279  0.01
C: -0.705 -3.132 3.326  0.01
N: -1.434 -2.611 2.166  0.15
C: -2.760 -2.086 2.473  0.02
C: -2.744 -0.724 3.174  0.02
S: -1.697 0.547 2.372  0.22
C: -0.401 0.844 3.638  0.02
C: 0.324 -0.410 4.106  0.00
N: 0.829 -1.230 2.994  0.05
H: 1.250 -2.916 4.228  0.00
H: 1.278 -3.200 2.472  0.00
H: -0.728 -4.222 3.366  0.00
H: -1.179 -2.773 4.241  0.00
H: -1.540 -3.345 1.472  0.00
H: -3.300 -1.993 1.529  0.00
H: -3.319 -2.775 3.120  0.00
H: -3.758 -0.328 3.150  0.00
H: -2.430 -0.798 4.212  0.00
H: 0.281 1.549 3.159  0.00
H: -0.871 1.338 4.490  0.00
H: 1.141 -0.113 4.770  0.00
H: -0.359 -1.011 4.704  0.00
H: 1.809 -0.994 2.835  0.01
C: 1.886 -3.225 -3.333  0.00
C: 1.419 -3.648 -1.950  0.01
N: 0.917 -2.468 -1.278  0.05
C: 0.286 -1.442 -1.896  0.03
N: -0.219 -0.503 -1.100  0.14
C: -0.989 0.569 -1.700  0.04
C: -0.459 0.938 -3.082  0.01
C: -0.394 -0.310 -3.946  0.00
N: 0.255 -1.396 -3.231  0.03
C: 0.730 -2.519 -4.030  0.00
H: 2.193 -4.092 -3.913  0.00
H: 2.735 -2.545 -3.244  0.00
H: 2.241 -4.060 -1.366  0.00
H: 0.639 -4.410 -2.032  0.00
H: 0.789 -2.487 -0.259  0.03
H: -0.963 1.430 -1.026  0.00
H: -2.046 0.255 -1.780  0.03
H: 0.539 1.374 -3.000  0.00
H: -1.111 1.675 -3.548  0.00
H: 0.181 -0.112 -4.853  0.00
H: -1.399 -0.620 -4.251  0.00
H: 1.045 -2.140 -5.003  0.00
H: -0.095 -3.222 -4.193  0.00
C: 5.374 2.596 2.416  0.03
C: 4.246 1.613 2.626  0.06
C: 4.770 0.216 2.894  0.00
C: 3.328 2.069 3.742  0.00
Sb: 2.926 1.509 0.691  0.53
C: 4.210 0.526 -1.010  0.06
C: 5.593 1.124 -0.965  0.03
C: 4.208 -0.951 -0.678  0.01
C: 3.534 0.791 -2.334  0.00
C: 1.972 3.624 0.265  0.07
C: 3.010 4.663 0.596  0.03
C: 1.581 3.660 -1.193  0.01
C: 0.755 3.704 1.161  0.01
H: 6.050 2.525 3.270  0.01
H: 5.022 3.623 2.371  0.00
H: 5.959 2.381 1.526  0.00
H: 5.175 0.179 3.906  0.00
H: 5.578 -0.046 2.217  0.00
H: 3.989 -0.544 2.826  0.00
H: 3.899 2.129 4.668  0.00
H: 2.510 1.368 3.901  0.00
H: 2.916 3.060 3.557  0.00
H: 6.139 0.824 -0.074  0.00
H: 5.576 2.211 -1.032  0.00
H: 6.164 0.767 -1.824  0.01
H: 4.645 -1.147 0.299  0.00
H: 4.806 -1.489 -1.414  0.00
H: 3.193 -1.352 -0.703  0.00
H: 3.538 1.847 -2.593  0.00
H: 2.511 0.421 -2.340  0.00
H: 4.084 0.268 -3.118  0.00
H: 3.931 4.515 0.035  0.00
H: 3.236 4.694 1.659  0.00
H: 2.627 5.648 0.323  0.01
H: 2.449 3.608 -1.848  0.00
H: 1.078 4.605 -1.402  0.00
H: 0.888 2.858 -1.436  0.00
H: 1.029 3.709 2.214  0.00
H: 0.066 2.880 0.970  0.00
H: 0.225 4.634 0.963  0.00
C: -4.738 1.943 -2.579  0.02
Si: -4.937 1.159 -0.858  0.07
C: -4.183 2.301 0.507  0.00
C: -6.766 0.793 -0.497  0.02
C: -3.851 -0.382 -0.751  0.64
Si: -4.239 -1.997 -1.650  0.08
C: -4.135 -1.830 -3.542  0.01
C: -5.941 -2.714 -1.195  0.03
C: -2.827 -3.171 -1.048  0.00
H: -5.565 2.613 -2.786  0.00
H: -4.732 1.191 -3.360  0.00
H: -3.820 2.517 -2.663  0.00
H: -4.596 3.293 0.368  0.00
H: -3.105 2.361 0.438  0.00
H: -4.450 1.968 1.501  0.00
H: -7.298 1.696 -0.207  0.00
H: -6.890 0.067 0.300  0.00
H: -7.249 0.404 -1.387  0.00
H: -3.117 -0.402 0.048  0.04
H: -4.475 -0.859 -3.887  0.00
H: -4.776 -2.572 -4.009  0.00
H: -3.130 -1.987 -3.922  0.00
H: -6.733 -2.127 -1.650  0.00
H: -6.118 -2.744 -0.124  0.00
H: -6.031 -3.729 -1.574  0.00
H: -1.977 -2.625 -0.647  0.00
H: -2.483 -3.770 -1.882  0.00
H: -3.207 -3.855 -0.299  0.00



[4]
Computed, not measured: a 13-piece molecular cluster, C32H76N2O11 overall in a non-equilibrium geometry, with wB97M-V/def2-TZVPD.

Properties
* frontier orbital gap: 9.97 eV
* molar mass: 664.96 g/mol
* HOMO energy: -9.511 eV

Each line ends with the Mulliken charge.
Geometry (Å):
C: 2.522 4.238 -3.139  -0.45
C: 1.134 4.491 -3.719  -0.34
O: 0.320 5.019 -2.655  -0.52
H: 2.363 3.481 -2.368  -0.16
H: 2.846 5.164 -2.676  0.40
H: 3.213 3.872 -3.911  0.30
H: 0.847 3.580 -4.205  0.19
H: 1.129 5.331 -4.422  0.38
H: -0.057 4.205 -2.207  0.25
C: 0.392 -3.578 -4.218  -1.34
C: 1.527 -2.686 -3.598  0.26
O: 2.160 -3.308 -2.471  -0.28
H: -0.198 -3.044 -4.930  0.42
H: -0.201 -4.041 -3.477  0.31
H: 0.898 -4.373 -4.837  0.33
H: 1.066 -1.753 -3.260  -0.22
H: 2.227 -2.599 -4.400  0.50
H: 1.461 -3.513 -1.859  -0.07
C: -5.800 0.437 0.046  -1.00
C: -5.486 0.476 1.539  -0.23
O: -4.130 0.686 1.651  -0.16
H: -5.458 1.362 -0.491  0.17
H: -6.832 0.256 -0.184  0.44
H: -5.200 -0.389 -0.340  0.18
H: -5.895 -0.420 2.036  0.30
H: -5.949 1.249 2.089  0.37
H: -3.807 0.779 2.533  0.15
C: -2.978 4.696 -0.368  -1.34
C: -2.375 5.118 0.948  0.08
O: -2.871 4.216 1.922  -0.41
H: -3.184 5.464 -1.094  0.41
H: -3.937 4.261 -0.231  0.46
H: -2.340 4.000 -0.918  0.14
H: -2.653 6.096 1.345  0.47
H: -1.292 5.237 0.789  0.07
H: -2.860 3.353 1.445  0.16
C: -3.050 -0.639 -3.808  -1.03
C: -2.124 0.449 -4.421  0.32
O: -2.902 1.276 -5.244  -0.56
H: -2.452 -1.425 -3.321  0.25
H: -3.641 -1.022 -4.604  0.41
H: -3.743 -0.237 -3.089  0.21
H: -1.343 -0.038 -5.087  0.12
H: -1.613 1.054 -3.655  -0.03
H: -2.354 1.771 -5.848  0.31
C: 5.817 1.160 -1.295  -0.70
C: 5.841 1.163 -2.833  -0.43
O: 4.726 0.568 -3.441  -0.46
H: 6.799 1.672 -1.003  0.41
H: 5.881 0.096 -1.030  0.13
H: 4.983 1.746 -0.948  0.12
H: 6.745 0.704 -3.158  0.38
H: 5.814 2.197 -3.132  0.35
H: 4.735 -0.377 -3.185  0.25
C: 2.355 -4.148 0.830  -0.22
C: 1.480 -5.055 -0.029  -0.51
O: 0.279 -4.462 -0.421  -0.52
H: 3.216 -4.719 1.174  0.43
H: 1.695 -3.751 1.602  -0.02
H: 2.703 -3.296 0.274  -0.21
H: 1.250 -6.010 0.443  0.46
H: 2.126 -5.331 -0.870  0.27
H: -0.307 -4.303 0.358  0.40
C: 0.490 3.102 1.679  -0.35
C: 0.371 4.011 2.895  -0.82
O: -0.804 3.807 3.648  -0.46
H: -0.429 3.013 1.137  0.01
H: 0.794 2.109 1.996  0.07
H: 1.317 3.388 1.017  0.46
H: 0.335 5.099 2.607  0.31
H: 1.205 3.772 3.509  0.47
H: -1.522 4.114 3.072  0.29
C: -3.538 -3.712 1.513  -0.96
C: -2.402 -4.281 2.320  0.02
O: -1.104 -3.881 1.781  -0.51
H: -3.762 -2.628 1.620  0.13
H: -4.483 -4.317 1.640  0.36
H: -3.212 -3.902 0.506  0.27
H: -2.389 -5.376 2.345  0.28
H: -2.322 -4.076 3.380  0.06
H: -0.543 -3.490 2.516  0.49
C: -3.786 3.057 5.076  -0.98
C: -2.729 1.885 5.147  -0.38
O: -2.495 1.306 3.824  -0.44
H: -4.030 3.375 6.083  0.42
H: -4.723 2.693 4.653  0.27
H: -3.415 3.782 4.369  0.10
H: -3.110 1.158 5.801  0.55
H: -1.761 2.187 5.587  0.22
H: -1.786 1.834 3.471  0.04
C: 5.159 -4.284 -3.482  -1.01
C: 5.245 -3.546 -2.085  -0.10
O: 4.535 -2.232 -2.137  -0.29
H: 5.770 -5.179 -3.530  0.41
H: 5.511 -3.653 -4.268  0.32
H: 4.122 -4.581 -3.684  0.15
H: 6.292 -3.344 -1.796  0.35
H: 4.699 -4.125 -1.327  0.06
H: 3.589 -2.421 -2.131  0.24
N: -0.316 -2.391 4.064  -0.34
C: 0.336 -1.236 3.754  -0.17
C: 0.567 -0.241 4.695  -0.39
C: 0.318 -0.489 5.995  -0.50
C: -0.365 -1.648 6.363  -0.58
C: -0.726 -2.544 5.346  -0.29
H: 0.592 -1.067 2.721  0.38
H: 1.007 0.739 4.443  0.32
H: 0.633 0.239 6.706  0.48
H: -0.677 -1.761 7.397  0.38
H: -1.323 -3.445 5.513  0.40
N: 0.493 1.262 -1.979  0.27
C: 1.770 0.942 -2.019  -1.04
C: 2.297 0.067 -1.086  -0.43
C: 1.406 -0.465 -0.133  0.65
C: 0.055 -0.190 -0.141  -1.11
C: -0.363 0.656 -1.157  -1.54
H: 2.445 1.344 -2.793  0.73
H: 3.352 -0.233 -1.115  0.40
H: 1.877 -1.036 0.632  0.34
H: -0.618 -0.628 0.606  0.73
H: -1.370 1.056 -1.183  0.93